--- one ---
ORCA calculation (the ωB97M-V functional and the def2-TZVPD basis) on the molecule C2H4ClNOS.

Atoms and positions in Å:
Cl  -1.6318  -1.0781  -0.5393
S  2.3019  -0.7189  -0.3586
O  -0.7704  1.6626  0.0438
N  0.4466  1.1145  -0.4077
C  0.8126  -0.1447  -0.0580
C  -0.2131  -1.0195  0.5767
H  -0.5544  -0.6369  1.6069
H  1.0602  1.8026  -0.9229
H  -1.4585  1.1159  -0.5703
H  0.0069  -2.0974  0.6295

As for the HOMO energy: -8.8 eV. Its total charge is 0. The SMILES is ONC(=S)CCl. Its gap between HOMO and LUMO is 9.0 eV.

---

--- two ---
ORCA calculation (the ωB97M-V functional and the def2-TZVPD basis) on a structure of composition C2H4ClNOS.

Atoms and positions in Å:
Cl  0.4586  1.7984  0.4294
S  2.0650  -0.2353  -0.1184
O  3.1910  0.0285  0.7464
N  1.3014  -1.4497  0.3670
C  -1.0337  -0.6173  -0.0755
C  -0.9530  0.7984  -0.2847
H  -0.9915  0.9920  -1.2987
H  -1.8309  1.2323  0.2732
H  -1.2811  -1.0983  0.8086
H  -0.9258  -1.4489  -0.8471

As for the HOMO energy (spin up / spin down): -9.0 / -10.2 eV. Its total charge is 0. Its gap between HOMO and LUMO (spin up / spin down) is 7.1 / 9.0 eV.

---

Which of them is the most stable, and which is the least stable? one and two, in that order.

---

--- one ---
ORCA calculation (the ωB97M-V functional and the def2-TZVPD basis) on the ion C3H4NS with charge +1.

Atoms and positions in Å:
S  -0.2572  -1.9072  0.2856
N  0.0545  0.7667  0.0824
C  -1.2170  -0.8607  -1.0802
C  0.5446  -0.4673  0.8103
C  -0.7390  0.5028  -0.9479
H  1.6348  -0.4079  0.5364
H  0.6235  1.6767  0.1333
H  0.4760  -0.4715  1.9218
H  -1.1201  1.1683  -1.7417

As for the HOMO energy (spin up / spin down): -14.6 / -14.5 eV. Its total charge is +1. Its gap between HOMO and LUMO (spin up / spin down) is 7.0 / 6.9 eV.

---

--- two ---
ORCA calculation (the ωB97M-V functional and the def2-TZVPD basis) on the ion C3H4NS with charge +1.

Atoms and positions in Å:
S  1.7720  -0.8180  -0.0670
N  -0.6478  0.5413  -0.0913
C  0.7510  1.0424  -0.0991
C  -0.3636  -0.8680  0.1326
C  1.9703  0.9868  0.1388
H  -1.0505  0.7924  -0.9823
H  -0.5958  -1.2384  1.0633
H  -0.5677  -1.5434  -0.6335
H  -1.2679  1.1048  0.5384

As for the HOMO energy: -14.0 eV. Its total charge is +1. The SMILES is C1#S2=C1[NH2+]C2. Its gap between HOMO and LUMO is 8.2 eV.

---

--- three ---
ORCA calculation (the ωB97M-V functional and the def2-TZVPD basis) on the ion C3H4NS with charge +1.

Atoms and positions in Å:
S  -1.8159  -0.8166  0.0770
N  0.7939  0.5368  -0.1400
C  0.0489  -0.7503  0.2636
C  0.3410  1.7191  0.3398
C  -2.3366  0.6499  -0.1850
H  1.8103  0.5149  -0.0393
H  0.1718  -1.6484  -0.3711
H  0.6979  0.8003  -1.1956
H  0.2887  -1.0058  1.2506

As for the HOMO energy (spin up / spin down): -13.6 / -14.6 eV. Its total charge is +1. Its gap between HOMO and LUMO (spin up / spin down) is 7.4 / 7.8 eV.

---

Which of them is the most stable, and which is the least stable? one and three, in that order.

---

--- one ---
ORCA calculation (the ωB97M-V functional and the def2-TZVPD basis) on a cluster of 2 separate species, H2INS in total.

Atoms and positions in Å:
I  1.5206  1.5982  1.0113
S  0.3370  0.3306  -0.6663
N  0.2503  -1.1680  -0.5685
H  -2.0765  0.9966  0.1011
H  -0.0313  -1.7574  0.1224

As for the HOMO energy (spin up / spin down): -8.7 / -9.8 eV. Its total charge is 0. Its gap between HOMO and LUMO (spin up / spin down) is 7.8 / 8.4 eV.

---

--- two ---
ORCA calculation (the ωB97M-V functional and the def2-TZVPD basis) on a cluster of 2 separate species, H2INS in total.

Atoms and positions in Å:
I  -3.5221  0.0027  -0.0145
S  0.0399  1.0922  -0.0222
N  1.5159  1.5344  -0.0147
H  2.2106  0.8115  0.1774
H  -2.4131  -1.1017  -0.1825

As for the HOMO energy (spin up / spin down): -8.6 / -8.6 eV. Its total charge is 0. The SMILES is N=S.I. Its gap between HOMO and LUMO (spin up / spin down) is 7.4 / 7.4 eV.

---

Which of them is the most stable, and which is the least stable? two and one, in that order.

---

--- one ---
ORCA calculation (the ωB97M-V functional and the def2-TZVPD basis) on the molecule C15H18N4O4.

Atoms and positions in Å:
O  5.8187  0.6450  0.1003
O  -1.0815  2.2801  0.2517
O  2.8429  1.0696  0.1973
O  -2.7785  -2.1766  0.4435
N  -6.0041  -0.7757  -0.0609
N  -5.1764  -1.8440  0.3475
N  0.3045  -0.0972  0.4493
N  -0.9158  -0.2395  0.5991
C  2.8594  -2.6846  0.0288
C  2.4024  -1.2528  -0.1006
C  -3.1764  0.9348  0.9544
C  -1.6953  1.0285  0.6193
C  0.9809  -1.1857  0.0793
C  3.2364  -0.1338  -0.0289
C  -5.4601  0.2838  -0.1556
C  4.2548  -2.8446  -0.1823
C  -3.8970  -0.0248  -0.2754
C  2.0353  1.8585  -0.8767
C  -5.9467  1.6394  -0.6764
C  4.7326  -0.4128  0.0034
C  -3.8198  -1.3309  -0.0567
C  5.1892  -1.8570  -0.2843
C  5.4301  1.9050  0.5093
H  4.8195  1.9265  1.4625
H  -5.5881  1.8865  -1.4054
H  -7.0293  1.4312  -0.8890
H  -5.8447  2.1368  0.2568
H  4.7066  -3.7312  -0.1020
H  -3.5685  1.9199  0.8350
H  2.2995  -3.3916  -0.3520
H  0.4950  -1.9227  0.3156
H  -5.4562  -2.9992  0.3822
H  1.2527  2.2842  -0.4668
H  6.2159  -1.7611  -0.1638
H  6.2364  2.4845  0.7183
H  -1.4683  -1.0462  0.6562
H  -3.2838  0.3478  1.8199
H  1.6503  0.9807  -1.6848
H  5.0675  2.4089  -0.4242
H  2.7741  2.1689  -1.5503
H  -3.4146  0.0914  -1.2935

As for the HOMO energy: -7.6 eV. Its total charge is 0. The SMILES is COc1cccc(/C=N/NC(=O)C[C@H]2C(=O)NN=C2C)c1OC. Its gap between HOMO and LUMO is 6.8 eV.

---

--- two ---
ORCA calculation (the ωB97M-V functional and the def2-TZVPD basis) on the molecule C15H18N4O4.

Atoms and positions in Å:
O  1.4485  1.0929  -2.6583
O  -0.9529  -2.9019  -1.8969
O  1.6987  -2.5682  1.6748
O  -0.2297  2.2382  -1.8275
N  0.4123  1.7621  2.1554
N  2.5116  -2.6952  -1.1678
N  -0.2506  -3.6501  2.1374
N  0.3285  -1.1967  -1.4694
C  0.1000  -2.4848  -1.5130
C  0.9687  -4.3228  0.0909
C  -0.5103  -0.1200  -1.7181
C  0.8497  -3.4522  1.3855
C  -1.7054  4.9396  0.1896
C  -0.9954  1.1437  0.4520
C  -0.0829  0.7396  1.3412
C  -1.4858  0.3397  -0.6473
C  -0.8904  5.2746  1.3192
C  0.2392  1.1964  -2.0688
C  1.2728  -3.3684  -1.1770
C  -0.3957  2.8900  1.7593
C  -0.4073  4.2263  2.1920
C  -1.1825  2.6200  0.6614
C  -1.9369  3.5438  -0.0674
H  0.5156  1.4499  3.0940
H  -2.2173  5.6873  -0.4363
H  3.3272  -3.0738  -1.7047
H  1.1436  -4.0321  -1.9762
H  -1.9659  -0.4807  -0.2649
H  -2.1736  0.7897  -1.3029
H  -1.0696  -0.5370  -2.4849
H  1.7970  -5.1190  0.2514
H  0.3010  -0.2755  1.4415
H  0.1398  4.5741  3.0990
H  1.6726  2.0442  -2.7316
H  -2.5045  3.2513  -0.9496
H  -0.2318  -3.3532  3.1266
H  1.3868  -0.8974  -1.3250
H  -0.0941  -4.7644  -0.0459
H  2.8415  -2.5537  -0.1862
H  -0.7368  6.3280  1.4097
H  -0.9357  -4.2846  1.8388

As for the HOMO energy: -7.7 eV. Its total charge is 0. The SMILES is NC(=O)C[C@H](N)C(=O)N[C@@H](Cc1c[nH]c2ccccc12)C(=O)O. Its gap between HOMO and LUMO is 8.3 eV.

---

--- three ---
ORCA calculation (the ωB97M-V functional and the def2-TZVPD basis) on the molecule C15H18N4O4.

Atoms and positions in Å:
O  -3.8366  0.6482  -1.7333
O  -4.0745  -0.6687  0.0460
O  -0.1348  -0.0464  -1.3106
O  1.3951  -1.1353  2.0100
N  2.8217  -0.8836  -1.7317
N  2.2517  -1.8973  -1.3070
N  1.7585  -1.9725  -0.0718
N  -1.2673  -0.1036  0.6345
C  -0.7743  -0.6706  -0.4860
C  -2.1462  2.1610  0.1540
C  -0.4269  -2.9914  0.4881
C  2.4865  0.2343  0.3855
C  1.8370  -0.9706  0.8887
C  2.6254  1.3781  1.1722
C  -1.0946  -2.1542  -0.6080
C  3.2144  2.5023  0.6395
C  2.9476  0.2322  -0.9429
C  1.0675  -3.2083  0.2330
C  3.6702  2.5029  -0.6803
C  3.5444  1.3834  -1.4689
C  -3.5882  1.6804  0.3657
C  -3.8567  0.4209  -0.4197
C  -1.1287  1.3052  0.9172
H  1.2249  -3.8581  -0.6299
H  -0.1214  1.6098  0.6182
H  2.2612  1.3520  2.1885
H  -3.7838  1.4929  1.4220
H  -4.2742  2.4458  0.0001
H  -0.7678  -2.4938  -1.5926
H  -1.2391  1.4453  1.9943
H  3.3233  3.3918  1.2423
H  -0.5507  -2.5054  1.4565
H  -0.9005  -3.9733  0.5366
H  -2.0538  3.1932  0.4936
H  -2.1786  -2.2671  -0.5325
H  4.1257  3.3960  -1.0825
H  -1.9109  2.1268  -0.9104
H  -3.9752  -0.1706  -2.2343
H  1.5241  -3.6527  1.1224
H  3.8855  1.3643  -2.4913
H  -1.8799  -0.6431  1.2245

As for the HOMO energy: -9.0 eV. Its total charge is 0. The SMILES is O=C(O)CCCNC(=O)CCCn1nnc2ccccc2c1=O. Its gap between HOMO and LUMO is 9.3 eV.

---

Which of them is the most stable, and which is the least stable? three and one, in that order.

---

--- one ---
ORCA calculation (the ωB97M-V functional and the def2-TZVPD basis) on a cluster of 2 separate species, C3H10NO3 in total.

Atoms and positions in Å:
O  -3.1808  1.1942  -1.2484
O  -0.8521  -0.4248  1.4061
O  -0.7666  0.0474  -0.9950
N  1.8743  -1.3945  -0.5340
C  -0.4553  0.4473  0.2965
C  1.7387  -0.6803  0.7882
C  1.0447  0.6716  0.5519
H  -0.9453  1.4637  0.3770
H  1.1017  -0.9248  -1.0340
H  -3.6998  1.2689  -2.1530
H  1.4577  1.1585  -0.3357
H  1.0915  1.2690  1.4243
H  -1.6861  -0.7622  1.1107
H  1.6733  -2.4397  -0.5693
H  1.0672  -1.1754  1.4336
H  2.8339  -0.5229  1.1055
H  -2.2971  0.8040  -1.6245

As for the HOMO energy: -15.1 eV. Its total charge is +1. Its gap between HOMO and LUMO is 4.9 eV.

---

--- two ---
ORCA calculation (the ωB97M-V functional and the def2-TZVPD basis) on a cluster of 2 separate species, C3H10NO3 in total.

Atoms and positions in Å:
O  0.9663  1.4962  -0.1350
O  1.3018  -0.4051  -2.3487
O  -0.9311  2.6055  0.5433
N  -0.0221  -1.6339  -0.1201
C  -0.0875  -0.8872  1.2115
C  -0.8424  0.4144  1.0444
C  -0.0669  1.5465  0.4478
H  0.9495  -0.7175  1.4883
H  1.6523  0.4927  -2.4117
H  -0.9063  -1.8988  -0.5510
H  0.4665  -0.9808  -0.7622
H  1.3015  -0.7269  -3.2554
H  0.5445  -2.4786  -0.0343
H  -0.6577  3.5025  0.2725
H  -1.2242  0.6889  2.0347
H  -0.5962  -1.4384  1.9980
H  -1.8482  0.4205  0.5782

As for the HOMO energy: -14.9 eV. Its total charge is +1. Its gap between HOMO and LUMO is 11.6 eV.

---

Which of them is the most stable, and which is the least stable? two and one, in that order.

---

--- one ---
ORCA calculation (the ωB97M-V functional and the def2-TZVPD basis) on a cluster of 2 separate species, C3H10NO3 in total.

Atoms and positions in Å:
O  0.8391  -1.2758  -0.6373
O  -1.1442  1.4885  0.3641
O  0.6354  -0.4670  1.4278
N  2.2090  1.0244  -0.2195
C  -0.9424  0.2918  -0.2652
C  0.3846  -0.3079  0.1798
C  -2.0016  -0.7171  -0.0127
H  2.2657  1.8598  -0.8159
H  -1.7071  -1.7090  -0.3937
H  -0.8577  0.4815  -1.3087
H  2.6203  1.2301  0.6277
H  -2.1887  -0.5593  1.0685
H  2.6312  0.2395  -0.5900
H  1.1694  -1.2501  1.5206
H  -2.8748  -0.5447  -0.6136
H  -1.7486  1.4502  1.2298
H  0.7105  -1.2352  -1.5617

As for the HOMO energy: -15.1 eV. Its total charge is +1. Its gap between HOMO and LUMO is 11.0 eV.

---

--- two ---
ORCA calculation (the ωB97M-V functional and the def2-TZVPD basis) on the ion C3H10NO3 with charge +1.

Atoms and positions in Å:
O  0.9359  0.8803  -0.4690
O  0.4659  -0.5198  1.4415
O  2.0674  1.0966  0.2910
N  1.0140  -1.5469  -0.6442
C  -1.7071  1.0638  0.3097
C  -1.1129  -0.2230  -0.2477
C  0.3185  -0.3760  0.1655
H  1.1110  0.0287  1.9451
H  0.7870  -1.2732  -1.6342
H  1.9589  -1.8820  -0.6207
H  -1.2263  1.9405  -0.2562
H  -2.8136  1.0862  0.1958
H  -1.6031  1.3492  1.4321
H  2.3367  1.9707  -0.0255
H  -1.2145  -0.0240  -1.3715
H  0.4929  -2.4710  -0.5214
H  -1.8108  -1.1001  0.0097

As for the HOMO energy: -14.5 eV. Its total charge is +1. The SMILES is CC[C@]([NH3+])(O)OO. Its gap between HOMO and LUMO is 10.9 eV.

---

--- three ---
ORCA calculation (the ωB97M-V functional and the def2-TZVPD basis) on a cluster of 2 separate species, C3H10NO3 in total.

Atoms and positions in Å:
O  0.5206  -3.1389  -0.2156
O  -0.6577  -0.1632  -1.5712
O  0.9599  1.3412  -1.0510
N  0.1109  1.8722  1.3312
C  -0.6808  0.8071  0.5827
C  0.0066  0.6774  -0.7719
C  -0.4527  -0.5002  1.2945
H  -1.0722  -0.7216  2.1733
H  0.9451  -3.3842  0.6120
H  -0.6122  -1.3772  0.6859
H  0.0087  1.6431  2.3261
H  1.1369  1.7315  1.3319
H  0.5970  -0.6280  1.6077
H  -1.7494  1.0742  0.5334
H  -0.0811  2.8036  0.9611
H  0.6962  -3.8672  -0.8299
H  -0.3705  -0.1861  -2.4964

As for the HOMO energy: -14.8 eV. Its total charge is +1. Its gap between HOMO and LUMO is 11.3 eV.

---

Which of them is the most stable, and which is the least stable? three and two, in that order.